[1]
Below is a structure of composition C39H104BeNO14, with properties calculated with ωB97M-V/def2-TZVPD.

Properties
HOMO level: -9.92 eV
E: -72671.3031 eV
Kohn-Sham gap: 4.43 eV
strongest force on any atom: 2.95 eV Å⁻¹
2S+1: 1
total charge: +1

Element x y z (Å)
1 Be 2.1845 -3.2864 2.5756
2 C 0.2667 1.9779 1.1360
3 C -0.0260 0.4446 1.1286
4 C -1.3692 0.2500 0.3839
5 C -1.2788 0.5187 -1.1149
6 C -0.2406 -0.4196 -1.6710
7 C 1.1512 -0.4966 -1.0069
8 N 0.9646 -0.4620 0.4651
9 O 1.9825 -0.9713 1.1376
10 C 1.9158 0.7647 -1.4586
11 C 1.8602 -1.7353 -1.6517
12 C -0.3158 -0.0371 2.5837
13 H 1.2745 2.0739 1.5540
14 H -0.3595 2.4469 1.8927
15 H 0.2822 2.4661 0.1669
16 H -2.1285 0.8998 0.8277
17 H -1.7921 -0.7490 0.5275
18 H -1.0701 1.5705 -1.3162
19 H -2.2142 0.2729 -1.6213
20 H -0.0732 -0.0281 -2.6807
21 H -0.6697 -1.4048 -1.8729
22 H 2.7301 0.9204 -0.7474
23 H 1.2840 1.6476 -1.5184
24 H 2.4106 0.5533 -2.4058
25 H 1.9787 -1.5860 -2.7204
26 H 1.3700 -2.6927 -1.4823
27 H 2.8213 -1.8666 -1.1500
28 H -1.1087 0.6032 2.9858
29 H 0.5320 0.1966 3.2277
30 H -0.7933 -1.0030 2.7076
31 C 3.8145 1.5517 3.1963
32 C 4.2895 1.7360 1.7081
33 O 4.3888 0.4211 1.2051
34 H 2.7673 1.2398 3.1682
35 H 3.7101 2.5202 3.6922
36 H 4.4981 0.8918 3.7212
37 H 5.3074 2.1145 1.7521
38 H 3.5739 2.3398 1.1473
39 H 3.5280 -0.0265 1.1652
40 C 4.2442 -3.0328 -4.1016
41 C 2.9368 -3.5205 -4.7117
42 O 2.2157 -4.3898 -3.8329
43 H 4.1379 -2.3881 -3.2316
44 H 4.7337 -2.4638 -4.8961
45 H 4.9353 -3.8584 -3.9319
46 H 3.1225 -4.1963 -5.5516
47 H 2.3092 -2.6879 -5.0394
48 H 1.2987 -4.4380 -4.1134
49 C 0.3132 2.3680 5.4118
50 C 1.5997 1.6749 5.7805
51 O 1.7198 1.5821 7.2138
52 H 0.2098 2.5574 4.3398
53 H 0.0679 3.3265 5.8800
54 H -0.6134 1.8709 5.7152
55 H 2.4969 2.2003 5.4593
56 H 1.5978 0.6115 5.5441
57 H 1.6445 2.4510 7.6189
58 O 0.6824 -3.5311 0.6624
59 H -0.0726 -4.0513 0.3654
60 H 0.6880 -2.7538 0.0952
61 O 0.0080 -2.9484 3.5958
62 H 0.0044 -2.3696 4.3671
63 H -0.9012 -3.2953 3.5477
64 C -2.8348 4.0514 3.6716
65 C -4.0651 3.5132 4.3782
66 C -3.7592 2.1289 4.9535
67 O -4.4807 4.3193 5.4951
68 H -3.1447 4.9413 3.1087
69 H -2.4282 3.3784 2.9143
70 H -2.0030 4.4845 4.2290
71 H -4.8957 3.3653 3.6863
72 H -2.9786 1.6109 4.3897
73 H -4.6633 1.5265 5.0268
74 H -3.2680 2.1192 5.9297
75 H -4.8184 5.1632 5.1771
76 C -4.7873 -1.7057 0.0255
77 C -5.0386 -0.7517 1.2370
78 C -5.3853 0.6658 0.7350
79 O -6.1853 -1.1606 1.9852
80 H -3.7492 -1.5988 -0.2929
81 H -5.5501 -1.5718 -0.7385
82 H -4.8139 -2.7412 0.3732
83 H -4.1864 -0.6213 1.9035
84 H -5.3584 1.4594 1.4806
85 H -6.2279 0.7160 0.0445
86 H -4.5903 1.0209 0.0604
87 H -6.8066 -1.5129 1.3399
88 C -3.1023 -3.5404 2.8811
89 C -2.7459 -4.3288 4.1365
90 C -1.8197 -5.5098 3.8063
91 O -2.1687 -3.5581 5.1685
92 H -3.7799 -2.7307 3.1581
93 H -3.7060 -4.1576 2.2139
94 H -2.2526 -3.2025 2.2818
95 H -3.7245 -4.6732 4.4809
96 H -2.1848 -6.2207 3.0623
97 H -1.7740 -6.1409 4.7000
98 H -0.7836 -5.3278 3.5205
99 H -1.4013 -4.0211 5.5159
100 C -4.4197 -0.7899 -4.2843
101 C -3.0704 -0.1929 -4.7315
102 C -1.9912 -1.2626 -4.8717
103 O -3.0839 0.5047 -5.9551
104 H -4.6648 -1.7666 -4.7002
105 H -5.1615 -0.1331 -4.7497
106 H -4.6083 -0.7343 -3.2132
107 H -2.7378 0.5182 -3.9684
108 H -0.9956 -0.8204 -4.9642
109 H -2.0094 -2.0039 -5.6732
110 H -1.9703 -1.9221 -3.9962
111 H -3.0209 1.4500 -5.7836
112 C -0.3850 2.6447 -4.3503
113 C -0.8439 2.8626 -5.7901
114 C -2.2034 3.5746 -5.8468
115 O 0.1802 3.5815 -6.4496
116 H -1.0234 1.9550 -3.7912
117 H -0.4469 3.5750 -3.7797
118 H 0.6182 2.2328 -4.2376
119 H -1.0132 1.8801 -6.2380
120 H -2.5762 3.5796 -6.8721
121 H -2.1962 4.6334 -5.5727
122 H -2.9006 3.1862 -5.0994
123 H -0.0832 3.8788 -7.3252
124 C -3.1603 3.9862 -0.7168
125 C -2.6117 5.3174 -0.2002
126 C -1.1081 5.2480 -0.0340
127 O -3.0501 6.4328 -0.9475
128 H -2.6579 3.6008 -1.6042
129 H -4.2511 4.0093 -0.7287
130 H -3.0020 3.2507 0.0817
131 H -3.0318 5.4132 0.8026
132 H -0.5245 4.9444 -0.9121
133 H -0.7557 4.7114 0.8435
134 H -0.7528 6.2840 -0.0564
135 H -2.7083 6.3518 -1.8448
136 C 2.9339 -5.6529 -0.9686
137 C 3.9545 -5.7013 0.1505
138 C 4.9799 -4.5669 -0.0922
139 O 3.1935 -5.2353 1.3214
140 H 2.4656 -4.6753 -1.0321
141 H 2.1212 -6.3385 -0.7116
142 H 3.3771 -5.9854 -1.9061
143 H 4.4596 -6.5926 0.5175
144 H 5.5667 -4.4394 0.8174
145 H 4.4370 -3.6835 -0.4236
146 H 5.7081 -4.8184 -0.8651
147 H 3.0933 -5.9923 1.9071
148 C 8.0885 0.9478 -2.2351
149 C 6.7143 1.4831 -1.8002
150 C 5.5527 0.6088 -2.2216
151 O 6.6176 1.7932 -0.4081
152 H 8.6627 0.5418 -1.4009
153 H 8.6455 1.8099 -2.6001
154 H 8.0353 0.1523 -2.9776
155 H 6.5566 2.3789 -2.4116
156 H 5.5140 -0.2831 -1.5801
157 H 5.6264 0.2753 -3.2546
158 H 4.6118 1.0891 -1.9486
159 H 5.9423 1.1398 -0.1787


[2]
Below is a cluster of 10 separate species, C39H105N13O14 in total, with properties calculated with ωB97M-V/def2-TZVPD.

Properties
energy above the lowest of the compared OMol25 structures with the same formula, charge and spin: 642.4 kJ/mol
HOMO level: -8.51 eV
E: -90168.4067 eV
Kohn-Sham gap: 8.53 eV
strongest force on any atom: 6.69 eV Å⁻¹
2S+1: 1
total charge: 0

Element x y z (Å)
1 C -1.1664 0.5827 6.2841
2 C -2.3013 1.1625 6.9551
3 C -3.5505 1.4197 6.0442
4 O -4.4864 0.3970 6.1586
5 C -5.7977 0.7414 5.6305
6 N -2.6899 0.4361 8.1478
7 H -0.2585 0.5940 6.8872
8 H -0.9618 1.1288 5.3633
9 H -1.3450 -0.4676 6.0538
10 H -1.9194 2.0820 7.3987
11 H -3.1543 1.5462 5.0367
12 H -3.9987 2.3636 6.3543
13 H -6.2374 1.6133 6.1148
14 H -6.4805 -0.0606 5.9108
15 H -5.9120 0.9455 4.5659
16 H -2.8337 -0.5336 7.9048
17 H -3.6163 0.7568 8.3910
18 C -5.0658 -1.8965 -7.4402
19 C -6.1512 -2.5790 -6.5495
20 C -7.4573 -1.7337 -6.2383
21 O -7.5374 -1.0460 -4.9797
22 C -8.5767 -0.0404 -4.9175
23 N -6.3899 -3.8797 -7.1614
24 H -5.2952 -1.8149 -8.5027
25 H -4.1499 -2.4871 -7.4195
26 H -4.7974 -0.9281 -7.0181
27 H -5.7673 -2.8165 -5.5573
28 H -8.2856 -2.4234 -6.0763
29 H -7.6932 -1.2072 -7.1631
30 H -8.9078 0.1240 -3.8922
31 H -9.4043 -0.2386 -5.5985
32 H -8.0592 0.8791 -5.1912
33 H -7.3967 -3.9101 -7.2360
34 H -6.1633 -4.5429 -6.4341
35 C -1.2785 1.4903 -2.6855
36 C -1.6820 2.1912 -1.4496
37 C -2.7835 1.3883 -0.5605
38 O -2.2229 0.2434 0.0385
39 C -3.0069 -0.9478 0.1956
40 N -0.4450 2.5330 -0.7739
41 H -0.7766 2.1911 -3.3527
42 H -2.1404 1.3826 -3.3441
43 H -0.8458 0.4899 -2.6774
44 H -2.2072 3.1235 -1.6570
45 H -3.6657 1.0600 -1.1100
46 H -3.1764 1.9079 0.3135
47 H -3.1401 -1.3604 -0.8045
48 H -3.8189 -0.7690 0.9003
49 H -2.3911 -1.6991 0.6900
50 H -0.1596 3.3727 -1.2572
51 H -0.8385 2.6227 0.1519
52 C -4.0123 -6.0708 5.9281
53 O -3.5744 -7.2014 6.6292
54 C -2.9843 -6.8852 7.9033
55 C -3.6896 -5.6447 8.6379
56 N -3.2953 -5.1245 9.9732
57 C -1.9310 -4.7706 10.1122
58 C -1.6553 -4.3709 11.6494
59 O -1.3840 -5.4526 12.5137
60 C -0.8950 -5.0422 13.7894
61 H -3.2904 -5.2549 5.8945
62 H -4.8868 -5.5704 6.3440
63 H -4.3424 -6.4968 4.9806
64 H -1.9001 -6.9147 7.7953
65 H -3.1774 -7.7585 8.5263
66 H -4.7579 -5.8513 8.7034
67 H -3.6150 -4.6983 8.1024
68 H -3.5137 -5.8733 10.6147
69 H -1.6893 -4.0036 9.3764
70 H -1.3244 -5.6549 9.9168
71 H -2.5376 -3.8145 11.9655
72 H -0.8573 -3.6333 11.5646
73 H -1.7103 -4.7401 14.4469
74 H -0.2204 -4.1868 13.7519
75 H -0.2273 -5.7685 14.2526
76 C 8.7067 6.3598 2.3432
77 O 7.8979 6.6103 1.1274
78 C 7.1316 5.4802 0.6014
79 C 6.5793 5.9132 -0.7799
80 N 5.4698 5.1175 -1.3313
81 C 5.3251 5.4749 -2.7791
82 C 4.3509 4.5205 -3.4699
83 O 5.0233 3.2870 -3.8359
84 C 4.4192 2.0604 -3.4008
85 H 9.4150 7.1542 2.5785
86 H 9.0554 5.3604 2.0829
87 H 8.0411 6.0808 3.1600
88 H 6.2826 5.3891 1.2789
89 H 7.6391 4.5157 0.5836
90 H 7.3818 5.8266 -1.5125
91 H 6.1814 6.9192 -0.6467
92 H 4.7475 5.4300 -0.6982
93 H 6.3049 5.5807 -3.2446
94 H 4.8663 6.4623 -2.8305
95 H 4.0509 5.1645 -4.2965
96 H 3.4123 4.3568 -2.9404
97 H 5.2339 1.3389 -3.4634
98 H 3.6120 1.7585 -4.0681
99 H 4.1645 2.1169 -2.3425
100 C 0.6726 -4.6097 -2.3508
101 O 1.8587 -4.1425 -1.7729
102 C 2.6088 -4.9748 -0.7830
103 C 1.9680 -5.3658 0.5753
104 N 2.7089 -6.3289 1.3959
105 C 4.0151 -5.7927 1.8410
106 C 3.9173 -4.9370 3.1655
107 O 3.8381 -5.7403 4.3402
108 C 3.1579 -5.1071 5.5011
109 H 0.8478 -5.6427 -2.6514
110 H 0.3121 -4.0307 -3.2010
111 H -0.0498 -4.4360 -1.5533
112 H 3.4179 -4.2928 -0.5215
113 H 3.0807 -5.8369 -1.2543
114 H 0.9887 -5.8053 0.3860
115 H 1.7960 -4.3967 1.0436
116 H 2.1411 -6.4426 2.2234
117 H 4.4873 -5.1213 1.1238
118 H 4.6535 -6.6658 1.9754
119 H 3.0129 -4.3417 3.0394
120 H 4.7486 -4.2496 3.3223
121 H 2.0720 -5.1608 5.4232
122 H 3.3750 -4.0534 5.6761
123 H 3.4038 -5.7072 6.3772
124 C 2.5419 -2.4986 -12.2725
125 O 2.5566 -1.3499 -11.4027
126 C 2.7981 -1.5965 -9.9724
127 C 4.1320 -1.0418 -9.5171
128 N 4.3421 0.2676 -10.1767
129 C 3.4853 1.3010 -9.6644
130 C 2.8615 2.0105 -10.9225
131 O 1.8813 3.0741 -10.6115
132 C 0.8324 2.5782 -9.7660
133 H 1.9284 -3.3439 -11.9608
134 H 3.5331 -2.9359 -12.1526
135 H 2.5050 -2.1801 -13.3143
136 H 2.8725 -2.6820 -9.9078
137 H 1.9875 -1.3397 -9.2904
138 H 4.8505 -1.7020 -10.0028
139 H 4.0896 -1.0657 -8.4282
140 H 4.0023 0.0411 -11.1004
141 H 3.9990 2.1588 -9.2305
142 H 2.7711 1.0197 -8.8905
143 H 2.5393 1.3622 -11.7374
144 H 3.6402 2.5830 -11.4266
145 H 0.5282 1.6184 -10.1837
146 H -0.0973 3.1427 -9.6948
147 H 1.2474 2.4070 -8.7727
148 C -3.1988 6.1326 3.2410
149 O -2.1701 5.6045 2.8049
150 N -3.1872 6.9754 4.2324
151 N -4.2901 6.2122 2.5161
152 H -2.2566 6.9862 4.6250
153 H -4.0475 7.4377 4.4896
154 H -5.0197 6.8437 2.8143
155 H -4.3531 5.7111 1.6414
156 C 0.4200 8.2949 -1.7586
157 O 1.4015 7.9791 -1.1125
158 N 0.4336 9.2028 -2.7268
159 N -0.7873 7.8571 -1.4771
160 H -0.4324 9.2670 -3.2425
161 H 1.2550 9.6987 -3.0424
162 H -1.5995 8.0564 -2.0435
163 H -0.8062 7.2059 -0.7053
164 C 3.3325 1.1035 2.4614
165 O 3.9193 0.5627 3.3834
166 N 3.0782 2.3356 2.5714
167 N 2.8971 0.6110 1.3371
168 H 2.5622 2.7773 1.8240
169 H 3.2623 2.7494 3.4742
170 H 2.8625 -0.3777 1.1336
171 H 2.4288 1.2449 0.7054


[3]
Below is a cluster of 15 separate species, C39H108O15 in total, with properties calculated with ωB97M-V/def2-TZVPD.

Properties
energy above the lowest of the compared OMol25 structures with the same formula, charge and spin: 301.6 kJ/mol
HOMO level: -9.29 eV
E: -72904.5812 eV
Kohn-Sham gap: 9.51 eV
strongest force on any atom: 2.85 eV Å⁻¹
2S+1: 1
total charge: 0

Element x y z (Å)
1 C 0.3188 1.6871 -5.5932
2 C -0.2505 0.4866 -4.9754
3 O 0.7887 -0.0058 -4.1857
4 H 0.3935 2.4893 -4.8590
5 H -0.2860 2.0839 -6.4086
6 H 1.2811 1.5621 -6.0896
7 H -0.4522 -0.3084 -5.6933
8 H -1.1966 0.6805 -4.4699
9 H 0.9702 0.7463 -3.6174
10 C -4.3047 1.3901 1.9509
11 C -5.5531 1.0038 1.2279
12 O -6.1998 2.1358 0.6659
13 H -3.6868 1.9614 1.2581
14 H -3.7290 0.5357 2.3069
15 H -4.4167 2.0449 2.8151
16 H -6.2965 0.5264 1.8662
17 H -5.2595 0.2757 0.4718
18 H -6.8213 1.8559 -0.0101
19 C 3.2163 2.3206 3.3063
20 C 2.2114 3.4642 3.2401
21 O 1.0916 3.1035 2.4415
22 H 3.9521 2.5504 4.0770
23 H 3.7383 2.2985 2.3497
24 H 2.7536 1.3603 3.5336
25 H 2.7778 4.3001 2.8296
26 H 1.8877 3.8817 4.1935
27 H 0.4652 3.8298 2.4006
28 C 2.6526 -3.6031 -3.8525
29 C 3.1134 -2.2686 -3.2268
30 O 3.2271 -1.2629 -4.2113
31 H 1.6100 -3.5609 -4.1676
32 H 2.8440 -4.4024 -3.1365
33 H 3.2917 -3.8326 -4.7051
34 H 4.0621 -2.3536 -2.6969
35 H 2.4351 -1.8989 -2.4578
36 H 2.3739 -0.8788 -4.4260
37 C 3.4444 2.4515 -3.8548
38 C 2.9271 2.0306 -2.4729
39 O 1.5172 2.0226 -2.4609
40 H 4.5336 2.4219 -3.8257
41 H 3.1020 3.4557 -4.1045
42 H 3.0901 1.7439 -4.6044
43 H 3.3335 2.6569 -1.6788
44 H 3.2102 0.9920 -2.3018
45 H 1.2702 1.8010 -1.5601
46 C -0.0945 0.6605 5.4801
47 C -1.3943 1.3768 5.1471
48 O -1.8666 2.0447 6.2944
49 H -0.1655 -0.0506 6.3032
50 H 0.6707 1.3277 5.8768
51 H 0.3730 0.1370 4.6461
52 H -2.1652 0.6560 4.8749
53 H -1.3255 2.0836 4.3201
54 H -2.6868 2.4960 6.0816
55 C 1.6919 -6.8756 0.2402
56 C 2.2662 -5.4726 0.2199
57 C 1.3647 -4.3890 -0.3392
58 O 2.5689 -5.0878 1.5351
59 H 1.7322 -7.2652 -0.7770
60 H 0.7134 -6.9669 0.7116
61 H 2.4037 -7.5496 0.7169
62 H 3.2361 -5.4428 -0.2766
63 H 0.7103 -4.7653 -1.1255
64 H 1.9042 -3.5843 -0.8387
65 H 0.6618 -4.0626 0.4273
66 H 1.7723 -5.0944 2.0708
67 C 2.1189 5.5486 0.0023
68 C 3.4758 6.1404 -0.5187
69 C 4.6608 5.4641 0.1892
70 O 3.5600 5.8927 -1.8999
71 H 1.3095 5.9994 -0.5720
72 H 2.0129 5.7186 1.0737
73 H 2.0425 4.4659 -0.0978
74 H 3.4733 7.2244 -0.4049
75 H 5.6650 5.7380 -0.1344
76 H 4.5970 4.3777 0.1286
77 H 4.5920 5.5863 1.2701
78 H 4.3802 6.2138 -2.2818
79 C 5.1848 0.7446 0.4696
80 C 5.0495 -0.4418 1.3791
81 C 4.2528 -1.5802 0.7334
82 O 6.3799 -0.9399 1.6334
83 H 5.6917 0.5110 -0.4667
84 H 5.8145 1.4637 0.9935
85 H 4.2201 1.2341 0.3356
86 H 4.6723 -0.1799 2.3676
87 H 3.3535 -1.1744 0.2701
88 H 4.0183 -2.2875 1.5288
89 H 4.8316 -2.1111 -0.0224
90 H 6.2083 -1.7015 2.1921
91 C -1.0457 0.5276 1.4197
92 C 0.3131 0.1903 0.7387
93 C 0.1687 -0.7636 -0.4554
94 O 0.9527 1.3647 0.2193
95 H -0.9518 1.3004 2.1826
96 H -1.5004 -0.2897 1.9794
97 H -1.7580 0.6391 0.6022
98 H 0.9889 -0.1424 1.5265
99 H -0.2821 -1.7382 -0.2686
100 H 1.1159 -1.0779 -0.8937
101 H -0.4536 -0.2900 -1.2147
102 H 1.1550 1.8944 0.9939
103 C -1.3294 5.0005 0.2616
104 C -1.6561 5.3113 1.7151
105 C -2.3604 4.1921 2.4011
106 O -0.4138 5.4695 2.3351
107 H -0.9502 5.9060 -0.2120
108 H -2.1900 4.7390 -0.3541
109 H -0.5964 4.2120 0.0909
110 H -2.2627 6.2120 1.8095
111 H -2.5304 4.3866 3.4601
112 H -1.7515 3.2890 2.3602
113 H -3.3783 4.0204 2.0511
114 H -0.6065 5.9601 3.1375
115 C -1.7600 -2.7063 -3.1976
116 C -2.1126 -3.9266 -4.0463
117 C -0.9013 -4.5104 -4.7263
118 O -2.7110 -4.8848 -3.1865
119 H -1.1182 -2.8192 -2.3239
120 H -2.7191 -2.3420 -2.8293
121 H -1.2927 -2.0032 -3.8871
122 H -2.7305 -3.5626 -4.8672
123 H -1.2463 -5.3072 -5.3852
124 H -0.1638 -4.9112 -4.0309
125 H -0.3944 -3.7751 -5.3512
126 H -3.0134 -5.5934 -3.7592
127 C 0.4091 -2.9015 3.2555
128 C 0.2856 -4.1373 4.1353
129 C -1.0204 -4.1185 4.8856
130 O 0.4431 -5.2462 3.2322
131 H 1.4424 -2.8259 2.9169
132 H 0.2848 -1.9851 3.8324
133 H -0.3265 -2.8163 2.4557
134 H 1.1158 -4.1518 4.8415
135 H -1.1441 -5.0121 5.4974
136 H -1.9359 -3.9498 4.3186
137 H -0.8778 -3.3739 5.6687
138 H 0.6305 -6.0193 3.7697
139 C -3.4427 -2.6782 0.1952
140 C -4.3226 -2.6771 1.4040
141 C -5.5987 -3.5756 1.2224
142 O -3.5027 -3.1425 2.4681
143 H -3.8745 -2.1461 -0.6524
144 H -3.2749 -3.7163 -0.0917
145 H -2.4748 -2.2153 0.3878
146 H -4.7099 -1.6984 1.6872
147 H -5.3499 -4.6175 1.0209
148 H -6.1831 -3.1993 0.3827
149 H -6.2465 -3.5467 2.0985
150 H -4.0143 -3.0683 3.2770
151 C -3.0894 0.9291 -2.2861
152 C -4.0754 1.3650 -3.4043
153 C -5.2334 2.1837 -2.9373
154 O -3.3406 2.0714 -4.3665
155 H -2.3160 1.5878 -1.8910
156 H -2.5284 0.1258 -2.7637
157 H -3.6851 0.5581 -1.4520
158 H -4.4010 0.4743 -3.9418
159 H -5.9245 1.5243 -2.4122
160 H -5.7982 2.4317 -3.8360
161 H -5.0668 3.1089 -2.3856
162 H -2.7359 2.6313 -3.8743